Entry 1:
Entry from OMol25: one molecule with the formula C20H32ClN3O2S (ωB97M-V with the def2-TZVPD basis set).

Last column: Mulliken charge in e.
Element x y z (Å)
H1 1.49 -3.37 1.49  0.533
C1 3.05 -0.76 0.09  -1.338
H2 -5.79 5.04 -1.25  0.323
H3 4.14 -2.83 1.54  0.427
C2 2.12 -2.96 0.71  -0.406
C3 -5.34 5.62 -2.06  -1.292
C4 -3.82 5.61 -1.95  -0.338
Cl1 -3.66 -4.07 0.63  -0.231
H4 -3.51 6.08 -1.01  0.330
H5 -1.63 2.39 0.11  0.242
C5 0.41 0.38 0.44  -0.590
H6 -5.67 5.19 -3.01  0.323
C6 -1.38 -2.22 3.34  0.726
C7 3.55 -3.49 0.90  -1.181
N1 -0.31 0.91 -0.58  -0.033
C8 -1.43 -2.55 0.57  -0.964
C9 -2.40 -3.12 1.37  -0.156
C10 -1.13 2.76 -1.96  -0.456
H7 5.19 -4.34 -0.26  0.451
H8 -0.43 -2.44 5.26  0.327
H9 1.73 -3.37 -0.24  0.382
H10 -3.54 3.74 -2.97  0.290
H11 2.65 -1.77 -1.84  0.384
C11 0.65 -1.13 0.32  0.420
C12 3.45 -1.25 -1.31  -0.633
H12 -5.74 6.63 -2.00  0.378
H13 6.79 -1.48 -0.88  0.260
H14 -3.39 6.22 -2.75  0.287
H15 -3.66 3.59 -1.23  0.287
N2 1.98 -1.51 0.75  0.101
C13 -3.23 4.21 -2.03  -0.590
H16 -1.31 4.76 -2.78  0.404
H17 -1.38 -0.97 5.09  0.340
H18 0.39 -1.04 2.98  0.506
O1 5.18 -2.72 -2.64  -0.683
H19 -1.86 2.08 -2.41  0.413
H20 -3.16 -3.43 3.34  0.384
C14 -0.42 -1.80 1.16  0.038
C15 -0.40 -1.64 2.54  0.172
H21 -0.23 2.71 -2.58  0.312
H22 -0.67 0.30 -1.29  0.371
C16 -2.39 -2.97 2.74  -0.700
H23 -1.45 -2.70 -0.50  0.466
H24 0.03 2.90 -0.14  0.335
H25 3.64 -4.30 -1.12  0.387
C17 4.28 -3.77 -0.41  -0.744
H26 3.80 -0.43 -1.94  0.421
C18 -1.71 4.18 -1.94  -0.837
C19 -1.35 -2.03 4.84  -1.433
N3 5.92 -1.67 -0.39  -0.781
O2 0.81 1.04 1.38  -0.674
H27 -1.39 4.70 -1.04  0.366
C20 -0.77 2.29 -0.56  -0.808
H28 0.47 -1.43 -0.73  0.531
H29 -2.19 -2.52 5.32  0.365
H30 3.94 -0.75 0.72  0.687
H31 2.73 0.28 0.03  0.489
H32 3.48 -4.44 1.42  0.356
S1 4.88 -2.32 -1.28  1.053

SMILES   CCCCCCNC(=O)[C@H](c1cc(C)cc(Cl)c1)N1CCC[S@@](=N)(=O)CC1
HOMO level   -8.959 eV
E   -53181.8093 eV
Energy above the lowest of the compared OMol25 structures with the same formula, charge and spin   18.82 kJ/mol
Gap between HOMO and LUMO   9.4 eV
Lowest unoccupied orbital energy   0.43 eV

=====

Entry 2:
Entry from OMol25: C20H32Ge2IrS2 as an isolated structure (ωB97M-V with the def2-TZVPD basis set).

Last column: Mulliken charge in e.
Element x y z (Å)
S1 -2.37 -2.74 -0.28  -0.115
H1 -6.69 -2.40 -1.15  0.409
C1 -0.92 2.11 -1.53  -0.341
H2 -0.85 3.36 3.31  0.415
C2 -4.03 -2.95 -0.30  0.464
Ge1 0.56 -1.54 -0.15  -0.440
C3 0.72 -2.40 -1.92  -0.314
H3 6.16 2.60 0.30  0.425
C4 -0.95 1.78 1.89  -0.343
H4 -4.18 -4.97 0.39  0.384
H5 2.49 -3.61 -1.49  0.280
H6 -0.73 0.98 2.59  0.407
H7 0.01 -3.57 1.28  0.400
H8 -2.03 1.85 1.78  0.492
C5 2.79 2.14 0.23  0.301
C6 -4.54 -4.35 -0.44  -1.411
C7 -6.36 -1.92 -0.21  -1.520
H9 2.47 -3.85 0.78  0.281
H10 3.02 -0.62 -0.04  0.643
C8 2.16 -2.85 -2.19  -1.202
C9 0.70 -2.73 1.42  -0.319
S2 -4.17 -0.31 -0.05  -0.268
C10 -0.37 3.13 2.36  -1.205
H11 -6.84 -0.95 -0.12  0.425
C11 4.71 4.18 0.44  -0.577
H12 3.04 5.52 0.55  0.420
H13 2.23 -3.27 -3.19  0.384
H14 -0.59 3.95 1.67  0.312
H15 -4.17 -4.80 -1.36  0.385
C12 2.42 3.48 0.35  0.528
H16 -0.57 4.19 -0.90  0.311
C13 -4.88 -1.80 -0.20  0.937
H17 0.36 -2.17 2.29  0.399
H18 0.04 -3.26 -1.95  0.400
H19 2.86 -2.01 -2.15  0.307
C14 1.78 1.08 0.11  0.918
C15 2.14 -3.23 1.61  -1.203
H20 5.45 4.96 0.52  0.423
C16 5.10 2.85 0.32  -0.788
H21 0.38 -1.69 -2.67  0.400
H22 2.20 -3.84 2.51  0.385
H23 1.37 3.75 0.37  0.530
C17 2.00 -0.24 -0.01  -0.543
Ge2 -0.14 1.33 0.13  -0.626
C18 4.16 1.84 0.21  -0.582
C19 3.36 4.49 0.46  -1.267
H24 -2.01 2.16 -1.43  0.493
H25 2.84 -2.41 1.73  0.304
H26 -0.70 1.45 -2.37  0.407
H27 -6.69 -2.56 0.61  0.409
H28 0.74 3.50 -1.88  0.375
Ir1 -1.89 -0.61 -0.07  0.376
H29 -5.62 -4.38 -0.45  0.389
C20 -0.34 3.52 -1.73  -1.205
H30 0.70 3.08 2.52  0.374
H31 -0.80 3.93 -2.63  0.413
H32 4.50 0.82 0.12  0.364

2S+1   2
HOMO level (alpha / beta)   -13.646 / -13.645 eV
E   -158781.9748 eV
Energy above the lowest of the compared OMol25 structures with the same formula, charge and spin   236.98 kJ/mol
Charge   +2
Gap between HOMO and LUMO (alpha / beta)   4.1 / 4.1 eV
Lowest unoccupied orbital energy (alpha / beta)   -9.52 / -9.50 eV

=====

Entry 3:
Entry from OMol25: C20H32IrN8S2 as an isolated structure (ωB97M-V with the def2-TZVPD basis set).

Last column: Mulliken charge in e.
Element x y z (Å)
N1 3.78 -0.13 -1.58  0.001
H1 5.10 -0.56 0.02  0.360
H2 -3.57 -2.91 -1.13  0.441
H3 0.60 -1.33 -4.12  0.422
H4 -1.83 -2.54 -0.98  0.185
N2 -0.20 -0.59 1.74  -0.107
C1 -0.15 3.38 -0.86  0.227
H5 0.05 -2.74 5.31  0.393
C2 -2.98 -0.58 4.05  -0.562
H6 0.18 -1.54 -2.41  0.378
C3 -2.72 1.20 -2.06  0.054
C4 -2.23 3.68 -2.09  -0.442
H7 1.11 -1.42 4.81  0.438
H8 1.60 -1.21 2.71  0.581
H9 -2.30 -2.40 5.06  0.461
C5 1.15 -1.18 1.73  -0.792
C6 -2.70 -2.46 -1.63  -1.265
H10 -3.08 4.05 -2.63  0.469
H11 5.03 -1.15 -2.93  0.385
C7 2.45 -0.34 -1.55  0.370
H12 1.86 4.07 -0.84  0.440
S1 -4.35 -0.55 -2.88  -0.006
H13 -3.32 0.31 4.59  0.398
C8 -1.01 -0.74 2.77  0.336
N3 2.01 -0.60 -2.79  0.067
H14 -3.87 -1.17 3.81  0.396
C9 -3.88 1.08 -2.76  -0.362
H15 -2.90 1.71 2.33  0.358
Ir1 -0.44 0.19 -0.34  0.819
N4 -0.79 2.24 -1.04  0.187
H16 0.05 0.06 -3.19  0.293
H17 2.92 0.14 -4.55  0.350
C10 -1.96 -1.38 4.82  -0.605
H18 -2.38 0.71 0.98  -0.124
H19 -3.94 0.39 1.77  0.402
H20 1.09 -2.20 1.33  0.284
H21 3.07 -0.86 0.94  0.658
H22 5.53 0.81 -0.98  0.372
N5 -2.27 -0.21 2.84  0.221
H23 4.87 0.56 -3.25  0.426
N6 1.62 -0.31 -0.50  0.201
C11 4.32 -0.33 -2.92  -0.663
C12 -2.97 -1.04 -1.97  0.297
C13 -1.97 2.39 -1.75  0.054
H24 -1.68 -0.92 5.77  0.424
C14 3.08 -0.61 -3.78  -0.642
H25 1.59 2.53 0.02  -0.257
C15 2.10 -0.37 0.88  -1.034
C16 4.69 0.29 -0.52  -0.989
S2 -0.99 4.71 -1.54  -0.016
H26 -4.47 1.87 -3.19  0.458
H27 0.81 -2.80 3.72  0.478
C17 0.63 -0.86 -3.14  -1.167
H28 4.21 0.97 0.18  0.381
N7 -2.22 -0.02 -1.61  0.064
H29 2.18 0.64 1.30  0.129
H30 -2.55 -3.06 -2.53  0.391
C18 0.36 -2.14 4.45  -0.989
H31 3.13 -1.58 -4.28  0.393
N8 -0.81 -1.44 3.94  0.111
C19 1.17 3.52 -0.20  -0.639
C20 -2.91 0.70 1.93  -0.275
H32 1.09 4.09 0.72  0.383

2S+1   2
HOMO level (alpha / beta)   -19.424 / -19.427 eV
E   -57647.0260 eV
Charge   +4
Gap between HOMO and LUMO (alpha / beta)   5.2 / 3.9 eV
Lowest unoccupied orbital energy (alpha / beta)   -14.24 / -15.52 eV